The following is a quantum chemistry calculation of a structure of composition C3H12N2O2 in a non-equilibrium geometry, from OMol25.

**Energy above the lowest of the compared OMol25 structures with the same formula, charge and spin**: 189.8 kJ/mol
**F_max**: 1.67 eV/A
**Energy**: -10379.58204 eV
**Gap between HOMO and LUMO**: 9.725 eV

Last column: natural (NBO) charge in e.
Atoms and positions in Å:
C 0.85 -0.71 1.07  0.56
C 2.09 0.07 -1.06  -0.25
N 0.91 -2.07 0.70  -0.89
O 0.90 0.20 -0.35  -0.71
O -0.23 -0.36 1.73  -0.79
H -0.90 0.45 1.12  0.47
H 1.80 -0.38 1.51  0.11
H 1.82 -2.50 0.74  0.39
H 0.04 -2.41 0.31  0.39
H 2.07 0.74 -1.93  0.18
H 2.97 0.34 -0.44  0.15
H 2.25 -0.95 -1.44  0.16
C -2.54 0.79 -0.52  -0.41
N -1.42 1.31 0.28  -0.81
H -1.63 2.22 0.68  0.38
H -0.54 1.33 -0.27  0.45
H -2.23 -0.16 -0.95  0.21
H -3.40 0.62 0.13  0.20
H -2.82 1.47 -1.33  0.19